Record 1
A structure of composition C20H46CoOP4S at a distorted geometry. Source: the Open Molecules 2025 dataset; level of theory: ωB97M-V with the def2-TZVPD basis set.

The calculation puts the orbital gap (spin up / spin down) at 8.07 / 4.61 eV. As for the total charge: +3. Its spin multiplicity is 5. The calculation puts the energy above the lowest of the compared OMol25 structures with the same formula, charge and spin at 201.48 kJ/mol. Its energy is -109123.9934 eV. For the HOMO energy (spin up / spin down), the calculation gives -16.7 / -17.1 eV.

Geometry as XYZ:
```
73
Properties=species:S:1:pos:R:3:forces:R:3
Co 0.08500 0.47606 -1.42334 0.1 -3.5 2.4
P 1.59345 0.99506 0.02527 2.8 1.0 2.1
P -1.41166 1.49951 -0.32971 -3.1 1.8 1.9
P 0.79792 1.39736 -3.08969 1.5 2.9 -4.6
H -1.32266 -1.68227 -0.03188 0.6 -0.2 -0.3
C -0.53603 -1.81092 -0.79260 0.9 -0.3 0.3
C 0.78480 -1.92100 -0.42134 -1.4 -0.2 -0.6
H 1.05789 -2.02558 0.64325 -0.3 0.6 -0.7
C 1.68401 0.28518 1.71150 -0.2 0.0 0.0
C 1.69900 2.80313 0.31778 -0.1 0.0 0.0
C 3.29474 0.68222 -0.54971 0.1 -0.1 0.0
C -2.95439 0.61379 -0.70445 0.0 0.0 -0.1
C -1.57452 1.79008 1.47920 0.3 -0.5 0.1
C -1.70463 3.20648 -0.89896 0.0 0.0 -0.4
C 2.21925 0.52570 -3.92316 -0.2 -0.4 0.2
C 1.52131 3.09474 -3.10910 0.0 0.1 0.6
C -0.50739 1.77016 -4.36359 -0.3 -0.4 0.0
H -0.85936 -2.09369 -1.80424 0.1 0.3 0.4
H 1.57950 -2.05624 -1.17192 -0.4 -0.2 0.4
H 2.13275 -0.71268 1.64245 -0.1 0.3 0.1
H 0.69864 0.19781 2.17478 0.1 -0.1 -0.1
H 2.33173 0.89886 2.34619 0.0 0.1 -0.2
H 0.82485 3.19600 0.84186 0.2 0.0 -0.1
H 1.83954 3.34025 -0.62429 -0.1 -0.1 0.3
H 2.57599 2.98754 0.94479 -0.1 -0.1 0.0
H 3.43088 -0.39261 -0.70379 0.1 0.2 -0.1
H 3.99260 1.00584 0.23084 -0.1 -0.1 -0.1
H 3.52121 1.24044 -1.46383 0.0 -0.2 0.2
H -3.78889 1.26110 -0.41812 -0.1 -0.2 -0.1
H -2.97679 -0.32026 -0.12615 -0.1 0.3 -0.2
H -2.98504 0.39582 -1.78194 -0.2 0.0 0.3
H -2.49738 2.37232 1.63557 0.3 -0.2 -0.2
H -0.72866 2.35700 1.88869 -0.3 -0.1 -0.1
H -1.64556 0.82493 2.00425 0.1 0.3 -0.2
H -2.57326 3.58896 -0.34440 0.2 0.0 -0.2
H -1.91899 3.21725 -1.97432 0.0 0.1 0.2
H -0.83925 3.84836 -0.68605 -0.3 -0.2 -0.1
H 2.13775 0.66041 -5.01111 0.1 0.0 0.3
H 2.23101 -0.54802 -3.68730 0.0 0.3 -0.2
H 3.17422 0.93044 -3.56031 -0.4 0.1 -0.2
H 1.70931 3.36593 -4.15803 -0.1 -0.2 0.3
H 2.45811 3.15605 -2.54515 -0.1 -0.1 -0.3
H 0.81974 3.81627 -2.67406 0.1 -0.1 -0.2
H -0.08660 1.59797 -5.36612 -0.2 0.2 0.3
H -0.84941 2.80956 -4.25950 0.4 -0.2 0.0
H -1.40174 1.14390 -4.23727 0.3 0.2 -0.1
C -0.71928 -2.71973 -5.51372 -0.3 -0.1 0.9
C -1.86436 -2.71046 -6.35298 -0.1 -0.1 -1.7
C -1.90524 -3.58719 -7.45529 -0.7 1.5 1.3
C -0.89513 -4.54398 -7.64450 0.3 -0.2 -0.1
C 0.12733 -4.66211 -6.68031 0.5 0.5 1.2
C 0.19576 -3.78434 -5.58812 0.7 -1.7 -0.8
S -0.36658 -1.28934 -4.58108 -1.0 0.3 -0.1
H -0.09407 -1.45780 -3.21726 0.2 -1.0 -1.4
H -2.65422 -1.97001 -6.17134 0.4 -0.3 -0.3
H -2.72160 -3.49660 -8.16607 0.0 -0.1 0.2
H -0.90579 -5.19995 -8.53319 0.0 0.4 0.6
H 0.87963 -5.43528 -6.80664 -0.1 0.1 0.1
H 0.96347 -3.86806 -4.80775 -0.2 -0.1 -0.6
C -3.29531 -2.69454 2.49929 0.2 -0.3 -0.4
P -1.57577 -2.37388 2.93157 -0.5 -0.1 1.3
C -1.75145 -2.11966 4.71290 0.3 0.1 -0.5
C -0.48719 -3.80781 2.84405 -0.1 -0.2 -0.3
O -1.03394 -1.18038 2.19672 0.2 0.1 -0.5
H -3.42702 -2.88842 1.42878 -0.1 -0.1 0.2
H -3.84448 -1.78465 2.77635 0.1 -0.2 -0.1
H -3.67007 -3.53596 3.09091 -0.1 0.1 -0.2
H -2.25303 -2.97299 5.19534 0.3 0.4 -0.1
H -0.74540 -1.95890 5.10723 -0.2 0.0 0.3
H -2.33858 -1.20591 4.81455 0.0 -0.1 0.3
H -0.13895 -4.01362 1.82369 -0.2 0.0 0.2
H 0.38062 -3.58279 3.47774 -0.2 -0.1 -0.1
H -1.00027 -4.69219 3.24433 0.2 0.2 -0.1
```
Forces are in eV/Å.

***

Record 2
A cluster of 2 separate species, C3H6NO4 in total at a distorted geometry. Source: the Open Molecules 2025 dataset; level of theory: ωB97M-V with the def2-TZVPD basis set.

The calculation puts the orbital gap at 8.40 eV. As for the total charge: -1. The calculation puts the energy above the lowest of the compared OMol25 structures with the same formula, charge and spin at 172.81 kJ/mol. Its energy is -12890.2793 eV. For the HOMO energy, the calculation gives -4.6 eV.

Geometry as XYZ:
```
14
Properties=species:S:1:pos:R:3:forces:R:3
O 1.28157 -1.47097 2.21244 0.1 0.0 0.2
C 0.94135 -1.01303 1.15018 0.0 -0.1 -0.2
C -0.45969 -1.16654 0.57154 0.3 0.1 0.8
N -0.50117 -1.03953 -0.84292 -0.7 0.6 0.3
C -0.05236 0.20686 -1.48280 0.4 -1.8 -0.4
O 0.54625 -0.01863 -2.54852 -0.2 0.6 -0.3
O -0.30887 1.24896 -0.86515 0.1 0.3 0.3
H 1.66617 -0.47716 0.50676 -0.1 0.1 0.0
H -0.81340 -2.12964 0.95487 -0.1 -0.1 -0.3
H -1.06884 -0.42996 1.11641 -0.1 0.1 -0.3
H -0.42190 -1.88044 -1.38246 0.4 0.1 -0.1
H -0.67772 2.85383 0.48556 -0.1 -0.1 0.0
H -1.01348 1.63286 1.20520 -0.1 0.2 -0.1
O -1.10968 2.58929 1.30912 0.1 0.1 0.3
```
Forces are in eV/Å.